Formula: C37H10F20GeOS5W
Source: the OMol25 dataset
Level of theory: the ωB97M-V functional and the def2-TZVPD basis

Each line ends with the Mulliken charge.
Positions of all 75 atoms, in Å:
1 F -24.402 5.746 -1.283  -0.22
2 C -17.270 -1.472 2.178  -0.41
3 C -25.792 1.657 4.550  0.01
4 C -18.168 -5.923 3.325  -0.81
5 F -24.216 4.524 3.229  -0.28
6 C -18.278 -5.751 0.557  -0.53
7 C -21.186 -2.342 1.497  0.23
8 H -17.319 -0.267 0.348  0.48
9 F -27.070 0.611 7.843  -0.23
10 H -18.697 -7.976 3.022  0.41
11 C -24.808 3.502 -0.651  0.26
12 H -14.893 -0.662 -0.128  0.39
13 C -25.333 -0.234 6.539  0.16
14 F -14.292 2.310 7.927  -0.24
15 H -18.139 -5.973 4.417  0.43
16 C -18.026 -4.602 1.314  -0.02
17 F -27.393 2.633 5.912  -0.26
18 H -18.297 -5.786 -0.520  0.45
19 F -24.945 1.213 -0.054  -0.25
20 C -24.727 0.765 4.363  0.17
21 F -26.090 2.578 3.548  -0.26
22 F -23.898 -1.371 5.127  -0.22
23 O -16.343 -4.071 4.907  -0.62
24 F -13.247 3.772 5.749  -0.22
25 C -24.188 5.052 1.008  0.30
26 C -20.634 2.689 7.959  0.47
27 C -16.451 -2.268 3.008  0.54
28 C -24.140 4.098 2.008  -0.08
29 F -24.380 -3.909 1.066  -0.27
30 H -17.886 -3.668 0.819  0.38
31 C -17.448 2.822 5.960  -0.10
32 S -20.515 4.819 5.407  -0.11
33 C -16.719 -0.843 1.031  -0.62
34 C -15.106 2.648 6.918  0.04
35 S -20.299 1.126 7.444  -0.07
36 C -22.920 -0.663 1.854  0.07
37 C -24.154 2.733 1.562  -0.20
38 C -22.085 -3.379 1.312  0.26
39 F -14.873 3.977 3.598  -0.26
40 S -21.086 4.228 8.506  0.04
41 C -15.347 3.451 4.713  0.00
42 S -20.792 2.937 4.404  0.01
43 F -24.152 6.351 1.355  -0.27
44 C -23.424 -3.030 1.496  0.20
45 C -15.068 -2.426 2.807  -0.61
46 H -18.199 -7.885 0.554  0.37
47 C -14.515 3.262 5.806  0.62
48 C -18.235 -6.997 1.185  -0.70
49 C -26.377 0.671 6.692  0.36
50 C -16.469 2.372 6.878  0.32
51 F -25.224 3.175 -1.885  -0.25
52 C -21.597 -1.015 1.673  -0.03
53 C -26.517 1.637 5.706  0.36
54 C -15.371 -1.025 0.806  -0.55
55 F -17.379 3.199 3.569  -0.25
56 F -21.664 -4.586 0.925  -0.20
57 F -16.882 1.565 7.900  -0.24
58 C -18.389 -7.059 2.530  -0.43
59 C -24.673 -0.292 5.314  0.31
60 F -19.857 -2.615 1.442  0.05
61 F -25.146 -1.172 7.484  -0.27
62 H -13.514 -1.848 1.524  0.39
63 Ge -23.474 1.145 2.732  0.86
64 H -14.463 -3.054 3.480  0.46
65 C -17.895 -4.747 2.686  0.56
66 C -16.729 3.201 4.794  0.37
67 C -24.449 4.800 -0.357  0.39
68 C -24.617 2.496 0.277  0.67
69 C -23.807 -1.739 1.800  0.28
70 C -14.577 -1.715 1.722  -0.43
71 H -18.330 -1.517 2.431  0.57
72 F -20.662 -0.021 1.584  -0.33
73 S -17.340 -3.495 3.979  0.30
74 F -25.087 -1.495 2.265  -0.33
75 W -19.578 3.068 6.333  0.58

Summary:
M, u: 1267.2
Energy relative to the best compared isomer or geometry (same formula, charge and spin), kJ/mol: 252.4
Net charge: +2
HOMO level, eV: -11.86
Gap between HOMO and LUMO, Ha: 0.0810